Density functional theory data (wB97M-V/def2-TZVPD) for C3H9N3 in the gas phase in a non-equilibrium geometry.

Computed properties:
HOMO-LUMO gap: 9.86 eV
Maximum force: 3.8 eV/Å
Energy above the lowest of the compared OMol25 structures with the same formula, charge and spin: 119.6 kcal per mole
SMILES string: CCCn1[nH][nH]1
Molecular weight: 87.126 g/mol

Geometry as ORCA input:
```
! RIJCOSX wB97M-V def2-TZVPD def2/J DEFGRID3
* xyz 0 1
C -2.225 -0.064 -0.354
C -0.993 0.069 0.495
C 0.360 0.209 -0.231
N 1.299 0.424 0.754
N 2.435 -0.509 0.918
N 2.552 0.760 0.276
H -2.020 -0.975 -0.964
H -2.539 0.744 -0.936
H -3.044 -0.354 0.255
H -0.988 0.791 1.258
H -0.873 -0.892 0.886
H 0.359 1.007 -1.087
H 0.699 -0.704 -0.744
H 2.402 -1.343 0.298
H 2.576 0.835 -0.825
*
```

***

Density functional theory data (wB97M-V/def2-TZVPD) for a 6-piece molecular cluster, C30H72BNO15 overall in a non-equilibrium geometry.

Computed properties:
HOMO-LUMO gap: 8.95 eV
Maximum force: 4.9 eV/Å
SMILES string: COCCCCCCCCN(B(O)O)C(=O)O.COCCOC.COCCOC.COCCOC.COCCOC.COCCOC
Molecular weight: 697.710 g/mol

Geometry as ORCA input:
```
! RIJCOSX wB97M-V def2-TZVPD def2/J DEFGRID3
* xyz 0 1
C -2.372 7.342 0.955
O -2.220 8.122 -0.276
C -1.111 9.032 -0.085
C 0.218 8.655 -0.906
C 0.231 7.175 -1.521
C 0.038 7.184 -3.126
C 0.405 5.723 -3.747
C -0.761 4.729 -3.265
C -0.265 3.420 -2.489
C 0.839 3.675 -1.361
N 0.311 3.703 0.048
B 1.478 3.972 0.978
O 2.872 3.800 0.571
O 1.294 4.388 2.366
C -0.313 2.436 0.447
O -1.570 2.428 0.558
O 0.415 1.239 0.683
H -1.357 7.001 1.367
H -2.989 6.392 0.754
H -2.927 7.935 1.758
H -1.454 10.069 -0.448
H -0.864 9.151 1.030
H 0.364 9.445 -1.729
H 1.102 8.720 -0.178
H -0.478 6.440 -1.021
H 1.297 6.761 -1.340
H 0.589 8.033 -3.647
H -1.092 7.313 -3.328
H 0.349 5.832 -4.879
H 1.463 5.387 -3.492
H -1.282 4.353 -4.226
H -1.570 5.301 -2.692
H 0.189 2.659 -3.227
H -1.215 2.904 -2.081
H 1.471 4.607 -1.505
H 1.576 2.786 -1.423
H 3.184 4.732 0.461
H 1.318 5.371 2.387
H -0.154 0.716 1.296
C -0.512 -5.220 3.618
O 0.224 -5.011 2.420
C -0.493 -4.222 1.473
C 0.000 -2.779 1.464
O -0.301 -2.120 2.693
C 0.827 -2.038 3.555
H 0.170 -5.617 4.373
H -0.948 -4.292 3.996
H -1.304 -5.953 3.441
H -1.571 -4.266 1.664
H -0.310 -4.662 0.487
H -0.525 -2.234 0.672
H 1.074 -2.734 1.250
H 1.515 -1.268 3.191
H 1.351 -2.993 3.634
H 0.475 -1.750 4.548
C 5.949 5.238 -7.275
O 6.114 3.876 -6.907
C 6.050 3.683 -5.495
C 4.692 3.138 -5.070
O 3.657 4.094 -5.289
C 2.908 3.819 -6.466
H 5.773 5.281 -8.351
H 5.099 5.698 -6.765
H 6.861 5.796 -7.046
H 6.283 4.613 -4.963
H 6.821 2.949 -5.238
H 4.717 2.935 -3.992
H 4.469 2.197 -5.585
H 2.234 2.975 -6.285
H 3.553 3.598 -7.320
H 2.307 4.700 -6.702
C -0.690 -8.698 1.398
O -1.865 -8.987 0.652
C -2.236 -10.361 0.734
C -3.382 -10.569 1.717
O -2.976 -10.288 3.054
C -3.412 -9.009 3.495
H -0.599 -7.613 1.486
H -0.728 -9.127 2.402
H 0.186 -9.081 0.868
H -1.373 -10.983 1.001
H -2.569 -10.662 -0.265
H -3.681 -11.624 1.689
H -4.252 -9.964 1.437
H -4.483 -9.040 3.717
H -3.212 -8.231 2.753
H -2.873 -8.765 4.412
C -4.542 2.385 1.762
O -5.779 3.054 1.980
C -6.095 3.966 0.932
C -7.127 3.380 -0.024
O -6.597 2.269 -0.744
C -7.027 1.024 -0.211
H -4.478 1.549 2.461
H -4.463 1.995 0.744
H -3.714 3.070 1.957
H -5.189 4.270 0.393
H -6.519 4.859 1.403
H -7.393 4.143 -0.765
H -8.040 3.097 0.512
H -8.069 0.842 -0.495
H -6.929 0.988 0.876
H -6.405 0.238 -0.644
C 5.500 -7.340 4.376
O 4.265 -6.673 4.591
C 3.950 -5.760 3.541
C 2.919 -6.348 2.584
O 3.451 -7.460 1.866
C 3.018 -8.701 2.401
H 5.563 -8.175 5.076
H 5.580 -7.732 3.359
H 6.330 -6.655 4.572
H 4.856 -5.457 3.003
H 3.525 -4.867 4.011
H 2.654 -5.587 1.844
H 2.006 -6.630 3.118
H 1.977 -8.880 2.116
H 3.113 -8.735 3.489
H 3.637 -9.492 1.971
*
```

***

Density functional theory data (wB97M-V/def2-TZVPD) for C24H49AlCl2O6PS as an isolated structure.

Computed properties:
HOMO-LUMO gap: 7.03 eV
Maximum force: 0.8 eV/Å
Molecular weight: 594.579 g/mol

Geometry as ORCA input:
```
! RIJCOSX wB97M-V def2-TZVPD def2/J DEFGRID3
* xyz -1 1
C 3.308 1.393 -0.413
C 3.497 2.582 0.135
C 3.556 3.817 -0.707
O 4.496 4.059 -1.423
O 2.494 4.620 -0.559
C 2.212 5.563 -1.612
C 0.712 5.559 -1.819
C -0.064 6.184 -0.657
C -1.558 5.783 -0.658
C -1.928 4.961 0.577
C -1.263 3.562 0.579
Al -2.513 2.020 0.529
C -1.730 0.337 -0.199
C -0.752 0.464 -1.383
C 0.454 -0.467 -1.249
C 1.240 -0.610 -2.560
P -3.001 1.466 2.834
S -1.357 1.245 3.953
C -4.290 2.603 -0.287
Cl -5.455 3.283 0.849
C -4.628 2.549 -1.566
C -3.711 1.999 -2.627
Cl -6.171 3.124 -2.185
H 3.621 0.479 0.076
H 2.815 1.290 -1.374
H 3.573 2.705 1.209
H 2.559 6.548 -1.290
H 2.745 5.275 -2.516
H 0.400 4.518 -1.939
H 0.481 6.093 -2.745
H 0.005 7.271 -0.761
H 0.384 5.879 0.290
H -2.174 6.683 -0.701
H -1.744 5.176 -1.551
H -1.601 5.518 1.463
H -3.018 4.907 0.636
H -0.497 3.499 -0.201
H -0.717 3.451 1.524
H -1.155 -0.071 0.645
H -2.490 -0.424 -0.417
H -1.255 0.192 -2.318
H -0.386 1.491 -1.505
H 1.115 -0.106 -0.458
H 0.086 -1.458 -0.970
H 0.775 -1.383 -3.177
H 1.212 0.317 -3.139
H 2.277 -0.902 -2.387
H -3.881 2.415 3.391
H -3.806 0.301 2.851
H -4.263 1.856 -3.555
H -2.885 2.679 -2.840
H -3.335 1.024 -2.322
C -2.277 -4.916 5.101
O -2.993 -3.839 4.541
C -2.206 -2.658 4.383
C -1.749 -2.465 2.959
O -0.839 -3.486 2.550
C -1.431 -4.468 1.733
H -2.903 -5.804 5.018
H -1.335 -5.094 4.575
H -2.061 -4.738 6.162
H -1.340 -2.686 5.052
H -2.824 -1.804 4.670
H -1.233 -1.506 2.894
H -2.611 -2.435 2.284
H -1.658 -4.068 0.737
H -2.352 -4.863 2.173
H -0.713 -5.283 1.626
C 1.849 -4.856 -0.516
O 2.837 -3.929 -0.926
C 4.119 -4.177 -0.384
C 5.039 -4.826 -1.394
O 4.611 -6.135 -1.739
C 3.936 -6.198 -2.979
H 0.965 -4.673 -1.124
H 2.180 -5.888 -0.662
H 1.586 -4.704 0.536
H 4.046 -4.801 0.513
H 4.546 -3.213 -0.090
H 6.041 -4.912 -0.961
H 5.107 -4.197 -2.288
H 4.633 -6.050 -3.813
H 3.139 -5.453 -3.044
H 3.501 -7.193 -3.061
*
```

***

Density functional theory data (wB97M-V/def2-TZVPD) for C7H9NO2 in the gas phase in a non-equilibrium geometry.

Computed properties:
HOMO-LUMO gap: 10.06 eV
Maximum force: 4.8 eV/Å
Energy above the lowest of the compared OMol25 structures with the same formula, charge and spin: 66.7 kcal per mole
SMILES string: CC[C@@](C)(C#N)C(=O)C=O
Molecular weight: 139.154 g/mol

Geometry as ORCA input:
```
! RIJCOSX wB97M-V def2-TZVPD def2/J DEFGRID3
* xyz 0 1
C -0.660 -1.020 1.904
C -0.421 -1.258 0.437
C -0.472 0.095 -0.405
C -0.172 0.242 -1.903
C -1.611 0.974 -0.206
N -2.579 1.511 0.106
C 0.706 1.017 0.133
O 0.530 2.001 0.791
C 2.098 0.658 -0.302
O 2.717 -0.247 0.108
H 0.051 -0.264 2.240
H -1.642 -0.685 2.166
H -0.395 -1.968 2.374
H 0.641 -1.400 0.387
H -0.940 -2.011 -0.071
H 0.811 -0.109 -2.151
H -0.228 1.316 -2.056
H -0.908 -0.153 -2.424
H 2.475 1.301 -1.127
*
```

***

Number 1: E -283.79256 Ha. Number 2: E -2394.20725 Ha. Number 3: E -3297.64334 Ha. Number 4: E -477.28558 Ha.